Entry 1:
Below is a structure of composition C40H26AuF5O2S3, with properties calculated with wB97M-V/def2-TZVPD.

Values from the calculation:
Energy relative to the best compared isomer or geometry (same formula, charge and spin) in kcal per mole: 46.1
Charge: +2
DFT total energy in Ha: -3519.261251
HOMO energy (alpha / beta) in eV: -12.743 / -12.749
Orbital gap (alpha / beta) in Ha: 0.0903 / 0.0936

The geometry in XYZ format:
```
77
Properties=species:S:1:pos:R:3:mulliken_charge:R:1
Au -0.30 0.28 0.37 0.57
F -3.83 6.34 -0.54 -0.19
C -3.46 5.10 -0.48 0.71
C -2.14 4.81 -0.09 -0.16
F -1.33 5.81 0.20 -0.24
C -1.73 3.51 -0.01 0.42
F -0.50 3.25 0.34 -0.08
C -2.64 2.43 -0.34 0.25
S -2.30 0.82 -0.30 -0.12
C -3.98 2.80 -0.76 0.37
F -4.82 1.85 -1.07 -0.22
C -4.39 4.10 -0.82 0.20
F -5.60 4.44 -1.19 -0.21
C 0.73 -8.08 1.45 -1.47
C 0.81 -6.78 0.71 0.91
C 1.71 -5.78 1.09 -0.98
C 1.80 -4.59 0.39 -0.04
C 0.96 -4.38 -0.69 0.25
C 0.04 -5.35 -1.08 -0.53
C -0.03 -6.54 -0.38 -0.67
S 1.01 -2.89 -1.64 -0.19
O 0.72 -1.77 -0.66 -0.31
C 2.78 -2.86 -1.98 0.98
C 3.28 -4.07 -2.53 -0.92
C 4.61 -4.20 -2.80 -1.09
C 5.51 -3.15 -2.49 0.92
C 6.91 -3.29 -2.70 -0.92
C 7.76 -2.28 -2.38 -0.70
C 7.26 -1.08 -1.84 -0.83
C 5.92 -0.91 -1.64 -0.89
C 5.01 -1.94 -1.97 1.07
C 3.59 -1.78 -1.77 -0.56
C 3.12 -0.37 -1.64 -0.39
C 3.17 0.44 -2.82 1.59
C 3.41 -0.12 -4.10 -0.73
C 3.53 0.69 -5.20 -0.87
C 3.39 2.09 -5.09 -0.71
C 3.09 2.65 -3.88 -1.05
C 2.95 1.84 -2.73 0.95
C 2.59 2.40 -1.47 -1.14
C 2.48 1.61 -0.37 -0.43
C 2.77 0.23 -0.47 0.45
S 2.59 -0.74 1.02 1.28
O 1.29 -0.13 1.61 -0.74
C 3.84 -0.03 2.06 0.45
C 5.13 -0.50 1.87 -0.25
C 6.14 -0.02 2.68 -1.11
C 5.87 0.89 3.70 0.94
C 6.97 1.39 4.59 -1.44
C 4.56 1.33 3.87 -0.93
C 3.53 0.87 3.07 -0.48
H 1.44 -8.11 2.27 0.36
H 0.95 -8.91 0.78 0.35
H -0.27 -8.24 1.85 0.36
H 2.36 -5.96 1.94 0.34
H 2.51 -3.83 0.70 0.35
H -0.61 -5.17 -1.93 0.46
H -0.75 -7.29 -0.68 0.43
H 2.61 -4.89 -2.73 0.56
H 4.99 -5.11 -3.24 0.46
H 7.28 -4.22 -3.11 0.47
H 8.83 -2.39 -2.54 0.42
H 7.95 -0.29 -1.57 0.48
H 5.56 0.02 -1.21 0.51
H 3.50 -1.19 -4.21 0.37
H 3.72 0.24 -6.16 0.47
H 3.52 2.71 -5.96 0.43
H 2.95 3.72 -3.79 0.47
H 2.42 3.47 -1.40 0.52
H 2.22 2.04 0.59 0.68
H 5.35 -1.23 1.10 0.48
H 7.15 -0.38 2.53 0.37
H 7.87 0.80 4.48 0.36
H 6.66 1.35 5.64 0.39
H 7.21 2.43 4.36 0.32
H 4.34 2.03 4.67 0.41
H 2.51 1.19 3.23 0.45
```



Entry 2:
Below is a structure of composition C40H26BrCaClF7N2O4PSSb, with properties calculated with wB97M-V/def2-TZVPD.

Values from the calculation:
Energy relative to the best compared isomer or geometry (same formula, charge and spin) in kcal per mole: 0.0
Charge: +1
DFT total energy in Ha: -7340.661356
HOMO energy in eV: -10.954
Orbital gap in Ha: 0.2695

The geometry in XYZ format:
```
85
Properties=species:S:1:pos:R:3:mulliken_charge:R:1
Ca 1.12 -0.74 1.06 0.81
F -6.64 -0.82 0.19 -0.30
C -5.42 -1.30 0.38 0.67
C -5.18 -2.65 0.28 0.23
F -6.17 -3.48 0.00 -0.29
C -3.90 -3.14 0.49 0.19
F -3.75 -4.46 0.41 -0.38
C -2.82 -2.31 0.76 -0.35
P -1.12 -2.97 1.04 1.22
C -1.31 -3.90 2.59 0.48
C -0.96 -3.23 3.76 -0.55
C -1.12 -3.84 5.00 -0.70
C -1.62 -5.13 5.07 -0.55
C -1.97 -5.81 3.90 -0.83
C -1.82 -5.20 2.67 -0.13
C -0.95 -4.23 -0.27 1.06
C -0.13 -5.33 -0.05 -1.38
C 0.13 -6.24 -1.06 -0.83
C -0.45 -6.06 -2.31 -0.66
C -1.27 -4.97 -2.54 -1.15
C -1.52 -4.06 -1.53 -0.52
C -3.10 -0.95 0.86 0.10
Br -1.76 0.34 1.25 -0.09
C -4.37 -0.44 0.68 0.56
F -4.61 0.86 0.77 -0.35
H -0.56 -2.23 3.72 0.39
H -0.84 -3.32 5.90 0.48
H -1.74 -5.62 6.03 0.40
H -2.36 -6.82 3.95 0.43
H -2.10 -5.73 1.77 0.39
H 0.31 -5.49 0.93 0.72
H 0.77 -7.10 -0.87 0.49
H -0.25 -6.78 -3.10 0.44
H -1.74 -4.84 -3.51 0.50
H -2.16 -3.21 -1.73 0.40
O 2.16 -2.17 2.89 -0.58
Cl 2.23 -0.93 3.65 1.61
O 3.01 0.00 2.85 -0.56
O 2.73 -1.10 4.95 -0.70
O 0.85 -0.42 3.65 -0.57
S 1.30 1.57 -0.83 -0.51
C 1.14 2.44 0.58 -0.16
N 1.27 3.80 0.61 0.07
C 1.17 4.53 1.74 -0.11
C 0.94 3.90 2.92 -1.06
C 0.81 2.50 2.87 0.05
N 0.89 1.81 1.75 0.31
H 1.45 4.25 -0.28 0.28
H 1.29 5.60 1.63 0.44
H 0.87 4.44 3.85 0.43
H 0.62 1.92 3.77 0.50
F 2.59 -6.39 -6.31 -0.33
C 2.45 -5.18 -5.75 0.34
C 1.21 -4.81 -5.28 -0.63
C 1.07 -3.56 -4.70 0.52
C 2.15 -2.69 -4.60 -0.44
C 3.39 -3.10 -5.09 -0.57
C 3.55 -4.35 -5.67 -0.75
Sb 2.02 -0.76 -3.69 0.93
C 2.48 -1.51 -1.71 -0.59
C 2.01 -2.73 -1.21 0.83
C 2.59 -3.32 -0.09 -0.37
C 3.66 -2.69 0.51 0.30
F 4.29 -3.31 1.51 -0.38
C 4.11 -1.45 0.10 -0.71
C 3.52 -0.88 -1.02 -0.43
C -0.11 -0.71 -3.65 -1.36
C -0.75 -0.61 -4.89 -0.18
C -2.12 -0.54 -5.00 -0.96
C -2.88 -0.57 -3.84 0.44
F -4.22 -0.50 -3.93 -0.33
C -2.30 -0.66 -2.60 -0.65
C -0.91 -0.74 -2.51 1.63
H 0.38 -5.50 -5.38 0.56
H 0.09 -3.26 -4.33 0.16
H 4.25 -2.44 -5.04 0.40
H 4.50 -4.68 -6.06 0.46
H 1.21 -3.26 -1.73 -0.07
H 2.26 -4.28 0.27 0.41
H 4.93 -0.98 0.63 0.47
H 3.91 0.07 -1.38 0.46
H -0.16 -0.58 -5.80 0.45
H -2.62 -0.47 -5.96 0.49
H -2.92 -0.67 -1.71 0.42
H -0.46 -0.80 -1.53 0.11
```



Entry 3:
Below is a structure of composition C40H26CoF9N4O3P, with properties calculated with wB97M-V/def2-TZVPD.

Values from the calculation:
DFT total energy in Ha: -4607.574076
<S²>: 0.794
2S+1: 2
HOMO energy (alpha / beta) in eV: -6.919 / -6.910
Orbital gap (alpha / beta) in Ha: 0.2440 / 0.1744

The geometry in XYZ format:
```
84
Properties=species:S:1:pos:R:3:mulliken_charge:R:1
Co -0.26 1.03 1.35 -0.18
C -2.44 -1.09 5.25 -1.70
C -1.51 -0.09 4.60 0.49
C -0.11 -0.24 4.71 -0.11
C 0.74 0.67 4.14 -0.74
C 0.24 1.78 3.44 -0.57
C -1.15 1.93 3.32 -0.34
C -2.01 0.99 3.91 -0.66
H -1.97 -2.08 5.32 0.35
H -3.37 -1.18 4.69 0.36
H -2.69 -0.78 6.27 0.40
H 0.29 -1.09 5.26 0.39
H 1.81 0.57 4.28 0.39
H 0.90 2.58 3.15 0.65
H -1.56 2.85 2.92 0.53
H -3.08 1.12 3.83 0.39
O -3.86 0.79 -0.37 -0.88
C -3.02 1.67 -0.44 0.12
N -1.84 1.72 0.23 0.44
C -1.16 2.83 -0.12 0.04
O -0.05 3.05 0.39 -0.67
C -1.94 3.62 -1.13 0.44
C -1.68 4.78 -1.81 -0.57
C -2.64 5.22 -2.73 -0.54
C -3.81 4.50 -2.93 -0.65
C -4.06 3.32 -2.22 -0.11
C -3.11 2.90 -1.33 -0.06
H -0.76 5.33 -1.65 0.53
H -2.47 6.12 -3.29 0.43
H -4.54 4.86 -3.64 0.41
H -4.97 2.75 -2.38 0.53
F 6.09 3.30 -3.41 -0.25
C 6.28 2.10 -2.82 0.80
F 7.23 2.27 -1.89 -0.26
F 6.76 1.27 -3.76 -0.28
C 5.00 1.59 -2.22 0.31
C 4.51 2.20 -1.08 -1.13
C 3.33 1.76 -0.51 -0.20
C 2.63 0.70 -1.09 0.27
C 3.12 0.10 -2.25 -0.37
C 4.31 0.54 -2.81 -0.90
P 1.12 0.10 -0.23 1.99
C 0.00 -0.19 -1.65 -0.02
C -0.10 0.82 -2.60 -0.95
C -1.07 0.77 -3.59 -1.13
C -1.96 -0.30 -3.63 0.35
C -1.88 -1.30 -2.68 -1.28
C -0.91 -1.24 -1.69 0.17
C -3.00 -0.32 -4.71 0.68
F -3.79 -1.40 -4.62 -0.30
F -2.43 -0.33 -5.93 -0.28
F -3.79 0.77 -4.66 -0.21
C 1.66 -1.59 0.29 0.94
C 2.04 -1.72 1.59 -1.62
C 2.20 -3.07 2.22 -0.04
C 2.43 -4.16 1.22 -0.49
C 2.13 -3.98 -0.08 -0.70
C 1.70 -2.73 -0.56 -0.27
C 2.84 -5.51 1.73 0.80
F 3.56 -6.19 0.82 -0.27
F 3.56 -5.41 2.86 -0.29
F 1.76 -6.27 2.02 -0.26
H 5.06 3.03 -0.63 0.40
H 2.93 2.23 0.38 0.38
H 2.57 -0.70 -2.72 0.33
H 4.69 0.08 -3.71 0.48
H 0.59 1.66 -2.57 0.50
H -1.15 1.57 -4.32 0.39
H -2.59 -2.12 -2.71 0.50
H -0.89 -2.02 -0.94 0.37
H 2.04 -0.86 2.24 0.60
H 2.93 -3.08 3.02 0.50
H 2.24 -4.82 -0.77 0.50
H 1.42 -2.64 -1.61 0.42
N -3.01 -1.43 1.15 -0.06
C -1.80 -1.68 1.62 -0.07
O -0.90 -0.83 1.71 1.39
C -1.48 -3.08 2.00 -0.06
C -2.39 -4.15 1.78 -0.60
N -3.19 -4.95 1.56 -0.55
C -0.23 -3.26 2.48 0.62
N 0.86 -3.25 2.93 -0.37
H -3.24 -0.51 0.73 0.16
H -3.69 -2.17 1.07 0.25
```



Entry 4:
Below is a structure of composition C40H27AuN10O3, with properties calculated with wB97M-V/def2-TZVPD.

Values from the calculation:
DFT total energy in Ha: -2449.595069
HOMO energy (alpha / beta) in eV: -6.849 / -6.872
Orbital gap (alpha / beta) in Ha: 0.1824 / 0.1836

The geometry in XYZ format:
```
81
Properties=species:S:1:pos:R:3:mulliken_charge:R:1
Au 0.09 -0.25 -0.12 1.91
C -2.04 4.73 -3.80 -0.67
C -3.28 4.12 -3.63 -0.68
C -3.40 2.93 -2.92 -0.36
C -2.25 2.39 -2.38 0.75
C -2.02 1.15 -1.66 -0.22
N -2.89 0.21 -1.49 -0.54
C -2.62 -0.94 -0.89 0.05
C -3.38 -2.13 -1.07 0.32
C -4.39 -2.46 -1.97 -0.48
C -4.79 -3.78 -2.04 -0.58
C -4.23 -4.75 -1.20 -0.54
C -3.24 -4.43 -0.28 -0.42
C -2.80 -3.12 -0.23 0.55
C -1.71 -2.48 0.44 -0.32
N -0.96 -3.02 1.38 -0.66
C 0.17 -2.53 1.76 0.10
N 0.86 -1.52 1.15 -0.45
C 2.12 -1.43 1.68 -0.01
N 3.11 -0.77 1.16 -0.62
C 2.97 0.03 0.12 0.01
N 1.82 0.66 -0.26 -0.39
C 2.10 1.49 -1.32 -0.25
N 1.25 2.29 -1.94 -0.39
C -0.04 2.16 -1.86 -0.30
N -0.70 1.11 -1.29 -0.40
C -1.00 3.02 -2.53 0.61
C -0.89 4.19 -3.24 -0.24
C 3.49 1.38 -1.65 0.65
C 4.26 1.90 -2.68 -0.32
C 5.55 1.42 -2.84 -0.63
C 6.08 0.46 -1.97 -0.63
C 5.34 -0.03 -0.90 -0.57
C 4.04 0.43 -0.75 0.33
C 2.20 -2.32 2.81 0.34
C 3.18 -2.53 3.76 -0.26
C 2.90 -3.43 4.78 -0.61
C 1.70 -4.13 4.82 -0.62
C 0.73 -3.96 3.84 -0.28
C 0.98 -3.03 2.85 0.44
N -1.61 -1.18 -0.01 -0.51
H -1.98 5.64 -4.38 0.42
H -4.15 4.57 -4.07 0.42
H -4.35 2.45 -2.78 0.57
H -4.80 -1.70 -2.61 0.54
H -5.52 -4.09 -2.77 0.41
H -4.55 -5.77 -1.30 0.40
H -2.78 -5.19 0.34 0.53
H 0.07 4.68 -3.38 0.56
H 3.85 2.64 -3.35 0.53
H 6.15 1.77 -3.66 0.41
H 7.07 0.08 -2.15 0.41
H 5.73 -0.77 -0.23 0.54
H 4.12 -1.99 3.72 0.54
H 3.63 -3.59 5.56 0.41
H 1.52 -4.82 5.63 0.41
H -0.20 -4.51 3.85 0.55
C 1.61 1.34 -5.28 -1.11
C 0.57 0.54 -6.05 -1.53
C 0.24 -0.78 -5.33 2.65
C -0.69 -1.65 -6.20 -1.42
C -1.16 -2.91 -5.48 -1.08
C 1.55 -1.51 -5.11 -0.27
O 2.29 -1.81 -6.02 -0.67
N 1.89 -1.76 -3.82 0.25
C 1.09 -1.51 -2.71 -0.12
O 1.50 -1.84 -1.60 -0.75
N -0.06 -0.87 -2.86 0.59
C -0.52 -0.41 -4.03 -0.72
O -1.51 0.29 -4.11 -0.70
H 1.76 2.31 -5.74 0.59
H 2.57 0.81 -5.27 0.41
H 1.29 1.49 -4.25 0.10
H 0.96 0.29 -7.05 0.44
H -0.35 1.12 -6.16 0.43
H -0.13 -1.93 -7.09 0.50
H -1.56 -1.05 -6.50 0.40
H -0.31 -3.49 -5.12 0.25
H -1.73 -3.54 -6.15 0.51
H -1.78 -2.65 -4.63 0.16
H 2.78 -2.21 -3.62 0.33
```



Entry 5:
Below is a structure of composition C40H27F5IrN3O4PS7, with properties calculated with wB97M-V/def2-TZVPD.

Values from the calculation:
Energy relative to the best compared isomer or geometry (same formula, charge and spin) in kcal per mole: 24.1
DFT total energy in Ha: -5738.014167
<S²>: 0.755
2S+1: 2
HOMO energy (alpha / beta) in eV: -8.081 / -8.031
Orbital gap (alpha / beta) in Ha: 0.2838 / 0.2255

The geometry in XYZ format:
```
88
Properties=species:S:1:pos:R:3:mulliken_charge:R:1
Ir -0.03 0.37 0.10 3.42
S -2.02 -1.07 -0.01 -0.57
P -1.10 -2.02 -1.53 1.64
S 0.47 -0.79 -1.89 -0.76
C -0.61 -3.72 -1.24 0.65
C -1.57 -4.63 -0.79 -0.22
C -1.25 -5.96 -0.61 -0.70
C 0.04 -6.40 -0.89 -0.55
C 1.00 -5.51 -1.36 -0.71
C 0.68 -4.16 -1.53 -0.55
C -2.17 -2.22 -2.98 0.61
C -2.20 -3.40 -3.71 -0.56
C -2.94 -3.48 -4.88 -0.72
C -3.65 -2.37 -5.32 -0.50
C -3.63 -1.19 -4.59 -0.65
C -2.89 -1.11 -3.42 -0.35
H -2.58 -4.28 -0.58 0.45
H -2.00 -6.66 -0.25 0.44
H 0.30 -7.44 -0.74 0.39
H 2.00 -5.85 -1.58 0.41
H 1.43 -3.46 -1.87 0.41
H -1.64 -4.27 -3.38 0.31
H -2.96 -4.40 -5.45 0.42
H -4.22 -2.42 -6.24 0.37
H -4.19 -0.33 -4.93 0.42
H -2.89 -0.21 -2.84 0.14
O 1.69 1.09 -0.31 -0.47
C 2.30 2.38 -0.22 1.34
C 2.05 3.05 1.12 0.04
C 1.45 4.23 1.43 -0.20
C 1.42 4.50 2.83 -1.06
C 1.99 3.50 3.55 -0.54
S 2.57 2.25 2.55 -0.13
C 1.89 3.25 -1.41 -0.10
C 2.15 4.56 -1.64 -0.11
C 1.72 4.99 -2.93 -1.16
C 1.17 3.98 -3.66 -0.58
S 1.17 2.52 -2.78 -0.03
C 3.80 2.11 -0.38 -0.58
C 4.85 2.83 0.09 -0.33
C 6.12 2.32 -0.34 -0.87
C 5.98 1.22 -1.12 -0.51
S 4.34 0.79 -1.34 -0.10
H 1.04 4.90 0.68 0.62
H 0.98 5.39 3.27 0.39
H 2.08 3.42 4.63 0.58
H 2.65 5.21 -0.93 0.63
H 1.84 6.00 -3.31 0.46
H 0.77 4.02 -4.66 0.58
H 4.73 3.70 0.73 0.56
H 7.07 2.74 -0.06 0.41
H 6.77 0.62 -1.58 0.48
F -2.38 6.19 -3.42 -0.35
C -2.12 5.12 -2.67 1.03
C -1.85 5.27 -1.33 -0.03
F -1.87 6.48 -0.77 -0.34
C -1.55 4.16 -0.56 0.01
F -1.31 4.35 0.75 -0.36
C -1.53 2.87 -1.08 0.45
O -1.30 1.85 -0.25 -1.01
C -1.81 2.77 -2.43 -0.04
F -1.77 1.57 -3.01 -0.28
C -2.10 3.86 -3.22 0.26
F -2.34 3.70 -4.52 -0.39
N -2.71 -4.79 5.76 -0.52
C -1.78 -4.18 4.94 1.14
C -0.57 -3.73 5.47 -0.81
C 0.38 -3.13 4.65 -0.41
C 0.12 -2.99 3.29 -0.35
C -1.08 -3.44 2.75 0.06
C -2.02 -4.03 3.57 -1.11
S 1.31 -2.22 2.26 0.99
O 1.51 -2.99 1.08 -0.53
O 2.41 -1.89 3.13 -0.71
N 0.64 -0.81 1.75 -0.49
C 0.28 0.16 2.64 0.52
S 0.37 0.37 4.34 -0.05
C -0.45 1.89 4.17 -0.47
C -0.71 2.16 2.88 -1.06
N -0.28 1.17 2.03 -0.56
H -2.63 -4.67 6.75 0.21
H -3.65 -4.89 5.41 0.21
H -0.37 -3.85 6.53 0.30
H 1.32 -2.78 5.06 0.58
H -1.26 -3.32 1.70 0.25
H -2.96 -4.38 3.15 0.30
H -0.69 2.50 5.03 0.48
H -1.20 3.04 2.48 0.57
```



Entry 6:
Below is a structure of composition C40H27F9N4PS3Zr, with properties calculated with wB97M-V/def2-TZVPD.

Values from the calculation:
Energy relative to the best compared isomer or geometry (same formula, charge and spin) in kcal per mole: 20.2
Charge: +1
DFT total energy in Ha: -4241.289889
HOMO energy in eV: -10.567
Orbital gap in Ha: 0.2293

The geometry in XYZ format:
```
85
Properties=species:S:1:pos:R:3:mulliken_charge:R:1
Zr -0.22 1.26 0.38 -0.53
N -1.92 3.63 3.41 -0.41
C -0.99 3.16 2.58 0.75
S -0.27 1.59 2.95 -0.60
N -0.59 3.90 1.58 -1.15
N 0.26 3.26 0.73 0.87
C 1.39 3.77 0.37 0.34
C 1.92 5.07 0.79 -0.33
C 1.17 6.24 0.65 -0.19
C 1.70 7.45 1.09 -0.76
C 2.95 7.48 1.70 -0.38
C 3.68 6.31 1.86 -0.84
C 3.17 5.11 1.40 -0.13
C 2.24 2.84 -0.41 1.06
C 3.24 3.29 -1.26 -0.73
C 4.00 2.36 -1.95 -0.70
C 3.76 1.01 -1.75 -1.05
C 2.74 0.64 -0.90 0.06
N 1.99 1.52 -0.24 -0.05
H -2.12 3.15 4.27 0.22
H -2.32 4.54 3.24 0.25
H 0.19 6.20 0.19 0.47
H 1.14 8.36 0.95 0.41
H 3.35 8.43 2.05 0.42
H 4.65 6.34 2.35 0.41
H 3.74 4.20 1.53 0.50
H 3.39 4.36 -1.38 0.60
H 4.78 2.69 -2.62 0.47
H 4.34 0.25 -2.25 0.51
H 2.51 -0.40 -0.73 0.34
S -0.32 1.21 -2.10 -0.19
C -2.04 1.17 -2.47 0.75
C -2.42 1.14 -3.81 -0.70
C -3.75 1.10 -4.18 -0.70
C -4.73 1.10 -3.20 -0.64
C -4.38 1.14 -1.86 -0.67
C -3.04 1.17 -1.48 0.50
S -2.67 1.15 0.25 -0.35
H -1.63 1.13 -4.56 0.51
H -4.02 1.06 -5.23 0.42
H -5.78 1.09 -3.48 0.40
H -5.13 1.14 -1.09 0.49
F 5.58 -4.04 2.00 -0.25
C 4.48 -4.40 2.69 0.84
F 4.38 -5.73 2.63 -0.27
F 4.69 -4.06 3.97 -0.25
C 3.27 -3.70 2.13 0.24
C 2.30 -4.41 1.44 -0.98
C 1.22 -3.73 0.90 -0.23
C 1.11 -2.35 1.05 0.24
C 2.08 -1.66 1.77 -0.24
C 3.17 -2.33 2.31 -1.14
P -0.29 -1.41 0.35 2.46
C -0.43 -2.05 -1.35 0.96
C -1.66 -1.99 -2.00 -0.84
C -1.76 -2.33 -3.33 -1.12
C -0.62 -2.73 -4.02 0.07
C 0.62 -2.78 -3.39 -1.21
C 0.71 -2.44 -2.05 -0.72
C -0.71 -3.08 -5.48 0.76
F -0.41 -2.01 -6.25 -0.25
F -1.93 -3.49 -5.83 -0.27
F 0.16 -4.05 -5.81 -0.27
C -1.69 -2.20 1.23 0.94
C -2.30 -3.37 0.78 -0.19
C -3.28 -3.98 1.55 -1.13
C -3.63 -3.44 2.77 0.18
C -3.02 -2.28 3.23 -1.03
C -2.06 -1.66 2.46 -0.46
C -4.71 -4.08 3.60 0.86
F -5.91 -3.49 3.36 -0.24
F -4.85 -5.38 3.33 -0.27
F -4.46 -3.95 4.91 -0.26
H 2.39 -5.48 1.33 0.51
H 0.46 -4.28 0.35 0.43
H 1.98 -0.59 1.92 0.47
H 3.93 -1.80 2.86 0.47
H -2.54 -1.65 -1.46 0.81
H -2.71 -2.30 -3.84 0.49
H 1.49 -3.09 -3.94 0.48
H 1.67 -2.50 -1.55 0.41
H -2.03 -3.81 -0.18 0.42
H -3.76 -4.89 1.20 0.47
H -3.31 -1.86 4.19 0.45
H -1.60 -0.76 2.81 0.05
```



What is the DFT total energy in the second record? -7340.661356 Ha